7
Properties=species:S:1:pos:R:3:lowdin_charge:R:1 method="wB97M-V/def2-TZVPD" de_lowest_kcal_mol=158.60 total_charge=+1 gap_ha="0.3450 / 0.3451" multiplicity=1
O 1.34 -0.94 -1.27 0.09
O -0.49 -1.84 -1.70 0.22
N 0.66 -1.81 -1.81 -0.01
C 0.70 -0.05 -0.36 -0.02
C -0.52 -0.29 -0.04 0.40
H 1.58 0.60 -0.26 0.19
H -1.52 -0.58 0.23 0.13

16
Properties=species:S:1:pos:R:3:lowdin_charge:R:1 method="wB97M-V/def2-TZVPD" de_lowest_kcal_mol=83.51 gap_ha=0.3438 multiplicity=1
N 0.38 -0.62 1.24 0.00
C -1.98 0.03 -0.24 -0.07
C 0.48 -1.04 -0.15 -0.24
C 1.84 -0.42 -0.51 -0.07
C 0.28 0.79 0.65 -0.20
C 1.73 0.76 0.01 -0.06
C -0.53 0.18 -0.51 -0.29
H -0.16 1.67 1.20 0.15
H 0.28 -2.07 -0.44 0.13
H -2.61 -0.34 -0.99 0.05
H -0.24 0.67 -1.47 0.14
H -2.32 1.10 -0.17 0.10
H 2.65 -0.75 -1.15 0.10
H -2.11 -0.54 0.68 0.08
H -0.16 -0.97 1.99 0.08
H 2.47 1.55 -0.15 0.10

67
Properties=species:S:1:pos:R:3:lowdin_charge:R:1 method="wB97M-V/def2-TZVPD" de_lowest_kcal_mol=100.15 gap_ha=0.2500 multiplicity=1
Br 1.64 0.30 -5.61 0.58
P 1.76 2.48 -0.40 0.76
P -2.49 -2.68 0.90 0.77
O 6.77 -0.26 -3.88 -0.08
O 0.72 2.87 -1.48 -0.31
O -1.72 -1.40 0.50 -0.31
N -3.21 -1.91 2.26 -0.35
N 2.95 2.04 0.84 -0.26
N 0.58 2.71 0.83 -0.31
N 2.62 3.96 -0.60 -0.35
N -3.38 -4.15 1.36 -0.27
N -3.54 -2.48 -0.45 -0.32
C 2.67 5.02 0.40 -0.14
C 2.60 4.58 -1.93 -0.15
C -2.44 -0.85 2.92 -0.15
C -4.62 -1.58 2.37 -0.14
C -3.03 -5.30 0.49 -0.14
C 4.54 0.83 -4.57 -0.20
C 5.82 -0.21 -4.82 -0.15
C -2.90 -2.62 -1.76 -0.14
C -0.54 1.76 0.79 -0.15
C 0.75 3.18 2.20 -0.14
C 4.35 2.03 0.35 -0.13
C 2.74 0.66 1.35 -0.14
C -4.95 -2.81 -0.57 -0.14
C -3.08 -4.63 2.73 -0.14
B 3.21 -0.18 -4.43 -0.54
H 1.67 5.13 -2.11 0.08
H -1.95 -5.49 0.50 0.09
H -0.21 3.46 2.64 0.08
H -3.43 -3.94 3.50 0.07
H 2.73 3.82 -2.71 0.06
H 5.77 -0.85 -5.80 0.14
H -3.48 -2.13 -2.55 0.08
H 3.50 0.39 2.08 0.09
H 1.79 0.56 1.87 0.06
H 1.69 5.49 0.55 0.09
H -4.87 -1.21 3.37 0.08
H 2.75 -0.07 0.53 0.09
H 3.22 -1.12 -3.71 0.02
H 4.45 1.38 -0.53 0.08
H 3.37 5.81 0.11 0.08
H -4.92 -0.81 1.65 0.09
H -0.27 0.80 1.24 0.05
H 4.71 3.02 0.08 0.07
H 3.06 4.65 1.35 0.07
H -2.76 -3.67 -2.03 0.06
H -2.00 -4.77 2.87 0.08
H 1.34 4.09 2.27 0.05
H 5.04 1.67 1.12 0.08
H -3.33 -5.14 -0.55 0.06
H -1.38 -1.13 3.00 0.07
H -3.59 -5.58 2.93 0.08
H -3.55 -6.21 0.81 0.09
H -5.13 -3.89 -0.69 0.07
H -2.78 -0.68 3.95 0.08
H 3.44 5.28 -2.05 0.08
H -0.88 1.56 -0.23 0.07
H 4.63 1.42 -3.56 0.11
H -5.56 -2.46 0.25 0.05
H -5.25 -2.47 2.25 0.07
H 4.42 1.56 -5.50 0.11
H -1.42 2.15 1.33 0.08
H -5.39 -2.33 -1.45 0.09
H -1.91 -2.15 -1.79 0.07
H 1.20 2.43 2.86 0.07
H -2.51 0.10 2.38 0.07